# 1
35
Properties=species:S:1:pos:R:3:forces:R:3 method="wB97M-V/def2-TZVPD" e_above_lowest_ev=0.3159 molar_mass_da=313.13 e_homo_ev="-5.7 / -7.6" multiplicity=5 s_squared=6.165
C -2.651637 -1.196386 2.104690 -0.4 -0.2 0.2
C -1.202430 -1.260457 2.491010 0.2 0.5 1.4
C -0.499053 -0.168823 3.091277 -1.7 -1.1 1.9
Fe 0.236861 -0.380802 1.293049 -5.5 2.1 0.5
C 0.207998 1.597003 1.329418 0.3 3.7 0.5
O 0.381511 2.731779 1.520588 0.1 -2.6 -0.1
C -1.131514 -0.446482 -0.196106 -3.6 -1.2 -2.9
O -1.987558 -0.699888 -0.951277 2.9 0.5 2.2
C 2.125618 -0.492540 2.028612 1.5 -0.7 -0.7
C 2.071863 0.095068 0.705856 2.0 -1.5 -0.6
C 1.449703 -0.869002 -0.180384 2.7 -0.6 -0.5
C 1.152765 -2.045451 0.594486 1.1 -1.0 -0.6
C 1.568261 -1.814568 1.940776 1.9 -0.5 -0.1
H -3.290118 -1.470403 2.962547 0.2 0.0 -0.2
H -2.984042 -0.184043 1.802529 0.2 -0.6 -0.2
H -2.809466 -1.968660 1.332200 -0.4 0.6 0.0
H -0.890670 -2.286204 2.706649 0.1 0.4 0.0
H -1.076020 0.750068 3.228737 0.2 -0.2 0.1
H 0.257830 -0.355062 3.867809 -0.4 0.2 -0.5
H 2.556245 -0.032205 2.908742 -0.2 0.0 -0.1
H 2.494729 1.042673 0.413893 -0.1 0.0 0.0
H 1.338208 -0.761847 -1.256511 -0.1 0.1 0.4
H 0.760914 -2.989336 0.203475 0.1 0.6 0.2
H 1.490730 -2.523620 2.769062 -0.1 0.4 -0.4
N -1.575099 1.965831 -0.289305 -0.2 0.9 0.7
C -1.105132 2.263489 -1.550315 0.1 0.2 -1.1
O -0.121642 1.674201 -2.058525 -1.5 0.7 0.9
C -1.801453 3.345392 -2.265863 0.7 0.0 -0.1
C -2.565530 4.251214 -1.572108 -0.4 0.1 0.1
C -2.793492 4.026892 -0.200266 0.2 0.4 -0.5
C -2.279916 2.853385 0.374413 0.1 -0.7 -0.5
H -1.552391 3.452175 -3.317466 -0.1 0.1 0.1
H -3.002942 5.124831 -2.070311 0.2 -0.4 0.2
H -3.345010 4.724068 0.423540 0.0 -0.1 -0.2
H -2.489521 2.641708 1.426078 0.0 -0.1 -0.3

# 2
36
Properties=species:S:1:pos:R:3:forces:R:3 method="wB97M-V/def2-TZVPD" e_above_lowest_ev=0.0000 molar_mass_da=529.01 total_charge=+1 e_homo_ev=-11.1
Pb -0.997905 -5.374520 1.722267 2.8 0.8 0.2
Cl 0.896501 -3.461529 1.835412 -1.6 -1.4 -0.1
C 3.109703 -5.974018 3.407215 -1.5 1.2 -0.5
S 2.413648 -7.126410 2.206378 1.6 -1.1 -0.6
O 0.958433 -6.848922 1.838739 -1.3 1.2 0.5
C 3.286690 -6.767907 0.666810 -0.1 -0.1 -0.6
H 4.191546 -5.904986 3.475239 0.1 -0.6 -0.3
H 2.647473 -6.214615 4.362421 0.2 -0.1 0.1
H 2.732328 -4.999074 3.084956 0.2 0.1 0.2
H 4.262941 -7.248362 0.614588 -0.1 -0.2 0.4
H 3.410164 -5.748049 0.301460 -0.3 0.3 0.7
H 2.632554 -7.264164 -0.051796 0.1 -0.2 0.0
C 0.756249 0.136472 0.240517 -0.7 -0.3 1.4
C 1.646792 0.721600 -0.635643 -0.5 -1.5 -2.5
C 1.222667 1.709127 -1.526014 0.0 -0.2 1.6
C 0.021956 2.323370 -1.197336 -0.2 0.6 -0.5
C -0.866403 1.776442 -0.261508 0.1 0.4 0.1
C -0.523096 0.641335 0.466819 0.4 0.7 -0.8
C -2.206539 2.420103 -0.046364 0.5 0.0 -0.5
O -3.049527 1.915199 0.655960 -0.1 -0.3 0.3
C -2.474677 3.679430 -0.784385 -0.6 0.5 -0.2
C -3.736667 4.243882 -0.661246 -0.8 0.2 0.2
C -4.099855 5.402483 -1.332264 1.0 0.1 0.4
C -3.146978 6.022494 -2.140068 0.0 0.3 0.5
C -1.861779 5.505608 -2.249070 -0.4 0.4 0.2
C -1.539392 4.325514 -1.593789 0.3 -0.8 -0.1
C -0.244802 3.631834 -1.877271 -0.5 0.4 0.0
O 0.551701 4.117079 -2.646296 0.3 -0.1 -0.1
H 1.064000 -0.757050 0.770028 0.1 0.0 0.0
H 2.423098 0.043643 -0.981588 0.7 0.5 0.5
H 1.785551 2.022444 -2.391438 0.2 0.2 0.2
H -1.288139 0.260829 1.128993 0.3 -0.3 0.1
H -4.479573 3.794706 -0.015606 0.2 -0.2 0.1
H -5.010936 5.911183 -1.050823 -0.3 -0.2 -0.4
H -3.370600 6.989711 -2.571215 0.0 -0.1 -0.2
H -1.117124 6.095117 -2.764081 0.2 -0.4 -0.2

# 3
44
Properties=species:S:1:pos:R:3:forces:R:3 method="wB97M-V/def2-TZVPD" molar_mass_da=338.22 total_charge=+2 e_homo_ev=-15.5
C 1.656447 -4.420021 -1.450334 0.1 -0.1 0.1
C 1.779497 -3.369746 -2.378373 -0.3 0.2 0.5
C 1.240055 -2.109093 -2.062628 0.1 -0.7 -0.1
C 0.574319 -1.983206 -0.843184 -0.6 1.4 0.8
C 0.520035 -2.982546 0.132821 0.2 -1.1 -0.3
C 1.059763 -4.239315 -0.181722 -0.2 0.6 -0.3
C 1.314173 -0.960449 -3.016545 0.1 0.2 0.3
C 0.091276 -0.007525 -2.961952 -0.1 -0.4 -3.6
N -0.932333 -0.437854 -3.895636 0.6 0.5 1.5
Ti 0.110651 -0.113349 -0.100026 3.5 -2.3 -0.6
C -0.220526 -2.710735 1.413957 -0.1 0.4 0.4
P -1.521616 -1.424196 1.015587 -1.0 -3.3 0.9
H 2.234221 -3.507863 -3.369524 -0.1 -0.1 0.6
H 0.935765 -5.055656 0.540546 0.3 0.2 -0.5
H 2.019150 -5.418430 -1.725379 -0.1 0.5 0.1
H 0.409609 -2.316004 2.234404 -0.1 -0.3 -0.4
H -0.733950 -3.607517 1.787910 0.0 0.2 0.0
H 2.219978 -0.346419 -2.867770 -0.2 -0.4 0.2
H 1.413772 -1.374140 -4.030811 -0.3 0.5 0.2
H -0.420670 0.153137 -1.923435 0.0 0.2 0.0
C -2.427566 -1.126810 2.555239 0.1 0.9 0.1
C -2.677731 -2.449777 0.029982 -0.2 0.4 -0.7
H 0.416205 0.975132 -3.359151 -0.2 -0.2 0.8
C -1.643930 -1.643735 -3.544356 -0.1 -0.5 -0.2
C -1.811380 0.627527 -4.332948 -0.2 0.5 -0.2
H -0.512147 1.446771 0.915138 -1.4 1.0 -1.3
H -2.340144 -1.878422 -4.361379 0.3 -0.1 0.3
H -0.954698 -2.487736 -3.385033 -0.3 0.3 -0.2
H -2.258207 -1.526766 -2.629000 0.1 0.2 -0.1
H -2.486383 0.255136 -5.114754 0.3 0.1 0.2
H -2.433900 1.023679 -3.508746 0.0 -0.1 -0.1
H -1.211539 1.453365 -4.737971 -0.2 -0.2 0.0
H -3.084582 -3.284297 0.622390 0.2 0.5 0.1
H -3.496488 -1.803840 -0.315406 0.0 -0.3 0.1
H -2.187189 -2.872788 -0.857750 0.0 0.2 0.4
H -2.817466 -2.063647 2.992810 0.3 0.3 -0.4
H -1.758266 -0.623322 3.270202 -0.3 -0.2 -0.1
H -3.261487 -0.446255 2.314893 0.2 -0.3 0.3
H -0.922957 1.556934 0.212130 0.4 0.5 1.7
N 1.608568 -0.174281 1.152555 -1.8 0.9 -1.9
C 2.128465 0.929940 1.247768 3.4 1.2 3.1
N 2.958308 1.785196 1.698986 -2.4 -2.1 -2.1
C 2.590319 2.619460 2.663811 -0.2 2.3 1.9
N 2.357722 3.397116 3.505354 0.3 -1.5 -1.5

# 4
23
Properties=species:S:1:pos:R:3:forces:R:3 method="wB97M-V/def2-TZVPD" e_above_lowest_ev=1.2497 molar_mass_da=117.19 total_charge=-1 e_homo_ev="1.0 / -5.4" multiplicity=2 s_squared=0.750
C -1.880318 1.447147 0.929835 -0.6 -0.1 -0.5
C -0.638520 1.023307 0.126500 -0.5 -0.6 0.5
C -0.369911 -0.500148 0.196905 -0.3 0.3 -0.1
C 0.726244 -0.901008 -0.775160 0.6 0.2 -1.0
C -0.582013 -1.397376 -2.823447 0.8 0.5 0.4
C 0.352527 -0.651131 -2.212280 -0.7 -1.3 -1.1
N 0.543715 1.762640 0.498578 0.6 0.1 -0.9
H -2.713611 0.739930 0.813848 0.3 -0.4 0.4
H -2.376194 2.339895 0.519214 0.7 0.3 0.2
H -1.585254 1.598970 1.966928 -0.3 -0.1 0.1
H -0.901258 1.125159 -0.933024 0.4 0.6 0.0
H -1.321189 -0.951421 -0.119699 0.2 -0.2 0.1
H -0.093498 -0.900914 1.170670 -0.2 0.3 0.2
H 1.643684 -0.335876 -0.597097 -0.1 -0.3 0.5
H 0.926301 -1.977218 -0.725847 0.1 0.1 0.4
H -0.858516 -1.144322 -3.840203 -0.1 -0.5 -0.1
H -0.956565 -2.275442 -2.307415 -0.6 0.2 -0.1
H 0.906326 -0.044370 -2.926784 0.0 0.8 0.7
H 0.929547 1.547057 1.412946 -0.2 0.0 0.1
H 0.545974 2.758569 0.329536 -0.3 0.0 0.1
H 2.536132 -1.029739 2.769508 -0.1 0.3 0.0
H 1.326828 -0.053498 2.698763 0.3 0.2 0.2
O 1.569599 -0.979264 2.891975 -0.1 -0.5 0.0

# 5
70
Properties=species:S:1:pos:R:3:forces:R:3 method="wB97M-V/def2-TZVPD" molar_mass_da=798.94 total_charge=+2 e_homo_ev="-13.9 / -13.9" multiplicity=2 s_squared=0.798
Sn 0.897137 1.011788 0.112327 0.9 1.0 1.8
F 4.529200 2.948865 3.703169 -2.0 1.5 0.3
C 3.457279 3.734601 4.143049 3.3 -0.3 1.9
F 3.327653 3.400284 5.486708 -0.2 0.5 -1.9
F 3.841200 5.061635 4.124281 -0.2 -1.8 -0.1
C 2.194672 3.589942 3.406958 -2.4 -1.0 -1.6
C 1.264500 4.584725 3.633668 -0.6 0.7 -0.5
C -0.001045 4.611463 2.982177 0.4 0.0 0.7
C -0.322578 3.526067 2.214626 -1.0 0.0 -0.3
N 0.528344 2.530244 1.965948 1.0 0.4 -0.2
C 1.780371 2.580183 2.483182 0.4 0.5 0.8
S 2.803970 1.349727 1.888863 0.0 -0.9 -1.1
H 1.656808 5.365791 4.267027 -0.7 0.4 0.1
H -0.791104 5.370893 3.039882 0.8 -0.1 0.5
H -1.338899 3.432265 1.790647 0.7 0.1 0.1
C -2.585312 -3.268639 2.447833 -0.4 0.9 1.5
C -2.317677 -3.750155 1.191334 1.1 0.0 -1.2
C -1.250166 -3.181042 0.440703 -0.6 -1.0 0.0
C -0.382502 -2.300870 1.033390 0.5 1.1 -0.3
C -0.659438 -1.849169 2.315161 1.3 1.5 2.3
C -1.729744 -2.313991 3.059549 -0.4 -0.5 -1.3
Ge 1.245293 -1.765297 0.076189 2.1 -2.2 0.5
C 3.033715 -1.901488 1.130342 0.1 -0.1 -1.7
C 4.282154 -1.806714 0.399396 -0.9 -0.1 2.4
C 5.507244 -1.945198 1.092411 -1.9 0.1 -0.2
C 5.458845 -2.095936 2.492310 1.1 -0.6 -0.6
C 4.263046 -2.371455 3.141409 0.7 0.5 1.1
C 3.075337 -2.267959 2.488818 -1.9 -0.9 -1.0
C 1.405371 -2.142219 -1.834056 -1.5 1.4 -0.4
C 0.375202 -1.578468 -2.651440 1.0 -1.0 -0.5
C 0.476605 -1.707431 -4.044229 0.2 0.4 -0.7
C 1.656325 -2.191121 -4.664956 0.4 -0.6 1.1
C 2.610845 -2.863626 -3.847440 -0.7 0.6 -0.5
C 2.459899 -2.796503 -2.454643 0.3 -0.7 -0.1
H -3.495523 -3.499782 3.033471 0.7 -0.5 -0.6
H -2.799918 -4.619978 0.755870 -0.5 0.4 0.1
H -1.055462 -3.434479 -0.595329 -0.3 -0.5 0.0
H 0.016171 -1.076614 2.816823 -0.8 -1.1 -0.7
H -1.954286 -1.978134 4.065004 0.2 0.1 -0.1
H 4.296291 -1.668155 -0.651726 -0.1 0.3 -0.8
H 6.360198 -1.961171 0.428840 0.5 0.2 0.7
H 6.369660 -2.167347 3.095095 -0.2 0.1 -0.4
H 4.273232 -2.608328 4.215809 0.0 -0.1 -0.6
H 2.184865 -2.748070 2.933878 0.3 1.0 0.0
H -0.480454 -1.082096 -2.204381 -0.1 -0.1 -0.1
H -0.344814 -1.421132 -4.728488 0.5 0.2 0.7
H 1.846991 -2.059166 -5.748640 -0.5 -0.4 0.8
H 3.429048 -3.455031 -4.303195 -0.5 0.7 0.4
H 3.137390 -3.339665 -1.813983 0.4 0.0 -0.1
C -5.278097 1.944463 -4.482002 0.2 -1.8 -1.4
C -4.229959 1.437148 -3.539924 -1.0 -0.5 1.6
C -3.164665 2.279392 -3.255798 1.9 -0.2 0.4
C -2.331984 2.107141 -2.116678 -0.4 2.0 -2.0
C -1.336278 3.225876 -1.899736 0.9 -0.1 -1.6
C -2.571726 1.046991 -1.273535 0.5 -1.1 1.9
Se -1.733881 0.941226 0.490566 -1.2 0.1 -1.7
C -3.582159 0.073191 -1.574444 -0.9 1.9 0.4
C -3.916822 -0.937458 -0.557251 -0.6 -2.0 0.4
C -4.442155 0.318716 -2.642310 1.3 0.0 -0.6
H -5.966635 2.555524 -3.972318 -0.6 1.1 1.0
H -5.975344 1.175958 -4.913547 1.1 0.4 0.2
H -4.801243 2.551140 -5.253527 -0.3 -0.1 -0.1
H -2.846558 3.072275 -3.953849 -0.7 -0.2 0.5
H -0.892653 3.223239 -0.931592 0.3 0.0 0.9
H -1.768129 4.228550 -2.047373 0.0 -0.5 0.0
H -0.492472 3.140341 -2.662409 -1.0 0.1 0.8
H -5.003034 -1.169149 -0.621773 0.7 0.2 0.3
H -3.596814 -0.777107 0.510350 -0.5 0.3 -1.2
H -3.407635 -1.873465 -0.833877 -0.1 0.0 0.1
H -5.197697 -0.446040 -2.822609 -0.2 0.5 -0.1

# 6
47
Properties=species:S:1:pos:R:3:forces:R:3 method="wB97M-V/def2-TZVPD" e_above_lowest_ev=6.7787 smiles="CN(C)c1ccc([N+](=O)[O-])cc1C(=O)NC[C@H](c1ccco1)N(C)C" molar_mass_da=346.39 e_homo_ev=-8.4
C -1.715971 -3.231169 -0.829069 0.1 -0.1 -0.1
N -2.425515 -2.498943 0.194826 0.1 -0.3 0.2
C -3.169479 -3.333690 1.108168 -0.1 0.1 0.1
C -2.668499 -1.161756 0.108178 0.0 0.5 0.0
C -3.816020 -0.593957 0.700461 0.1 -0.2 0.0
C -4.085705 0.748158 0.607415 0.1 0.5 -0.1
C -3.219114 1.585781 -0.092662 0.3 -1.5 0.1
N -3.491187 2.979468 -0.190012 -0.2 0.8 0.0
O -2.699464 3.676807 -0.797175 0.1 0.1 -0.1
O -4.499542 3.400631 0.348966 -0.1 0.1 0.0
C -2.070309 1.057582 -0.672903 -0.3 0.3 0.0
C -1.776921 -0.284931 -0.556823 -0.3 0.0 -0.1
C -0.422060 -0.675215 -1.070451 -0.1 -0.1 0.4
O -0.071729 -0.536411 -2.222172 0.0 0.1 -0.3
N 0.394748 -1.154920 -0.094491 0.2 0.0 0.2
C 1.826207 -1.191790 -0.278831 0.2 0.0 0.0
C 2.493418 -0.046920 0.510521 -0.1 -0.1 0.0
C 1.843085 1.264667 0.165661 0.2 -0.2 -0.6
C 1.598907 1.901231 -1.016283 0.2 -0.3 0.5
C 0.918383 3.101070 -0.688887 -0.1 0.2 0.5
C 0.797841 3.105861 0.663863 -0.2 0.5 -0.6
O 1.352294 2.000062 1.193645 0.1 -0.2 0.3
N 3.945300 -0.091030 0.369004 -0.1 -0.1 0.1
C 4.607771 0.691780 1.394515 0.0 -0.1 0.0
C 4.440510 0.269608 -0.945208 0.0 0.0 0.1
H -2.330434 -4.072986 -1.158466 0.0 0.0 0.0
H -0.766515 -3.619652 -0.450874 0.0 0.0 -0.1
H -1.518555 -2.602798 -1.692383 0.0 -0.1 0.0
H -3.301462 -2.827664 2.063306 0.0 0.0 0.0
H -4.151829 -3.614747 0.712298 0.0 0.0 0.0
H -2.596291 -4.243694 1.282704 0.0 0.0 0.0
H -4.520239 -1.224936 1.216107 -0.1 -0.1 0.0
H -4.972913 1.169002 1.055044 0.0 0.0 0.0
H -1.388915 1.714045 -1.193073 0.1 0.0 0.0
H 0.062305 -1.124879 0.857771 -0.1 0.1 -0.1
H 2.233525 -2.148339 0.058096 0.1 0.1 -0.1
H 1.994164 -1.082845 -1.350380 0.1 -0.1 0.1
H 2.289690 -0.221226 1.576180 0.0 0.0 -0.1
H 1.844118 1.555416 -1.999055 0.1 -0.2 -0.2
H 0.558480 3.846082 -1.367778 -0.1 0.2 -0.1
H 0.354585 3.806908 1.342158 -0.1 0.0 0.2
H 4.288245 0.347740 2.377235 0.0 0.0 0.1
H 4.401097 1.768799 1.314060 0.0 0.0 0.0
H 5.682455 0.539408 1.307738 0.1 0.0 0.0
H 4.292777 1.332297 -1.181176 0.0 0.0 0.0
H 5.508070 0.054111 -0.974393 0.0 0.0 -0.1
H 3.950700 -0.332009 -1.705356 0.0 0.0 -0.1